Molecular formula: C4H7NO
Method: DFT, wB97M-V/def2-TZVPD

Values from the calculation:
- LUMO level: 0.913 eV
- Orbital gap: 0.3852 Ha

```
! wB97M-V def2-TZVPD RIJCOSX def2/J DEFGRID3
* xyz 0 1
O -1.034 -2.186 -0.771
C -0.459 -1.184 -0.357
C -0.313 0.059 -1.173
C 0.034 1.162 -0.156
C 0.632 0.365 1.037
N 0.043 -0.953 0.877
H 0.443 -0.068 -1.953
H -1.326 -0.251 -1.731
H 0.748 1.899 -0.538
H -0.857 1.701 0.174
H 1.728 0.313 0.986
H 0.358 0.796 2.006
H 0.004 -1.655 1.598
*
```

***

Molecular formula: C4H7NO
Method: DFT, wB97M-V/def2-TZVPD

Values from the calculation:
- LUMO level: 0.998 eV
- Orbital gap: 0.3987 Ha

```
! wB97M-V def2-TZVPD RIJCOSX def2/J DEFGRID3
* xyz 0 1
C 0.785 -0.398 -1.146
C 0.724 0.507 0.079
C -0.524 1.264 0.405
N -0.132 0.127 1.195
C -0.882 -1.036 1.136
O -2.082 -1.084 1.016
H 0.519 -1.430 -0.897
H 1.795 -0.435 -1.564
H 0.090 -0.071 -1.928
H 1.668 0.943 0.396
H -0.496 2.221 0.920
H -1.380 1.119 -0.250
H -0.254 -1.937 1.249
*
```

***

Molecular formula: C4H7NO
Method: DFT, wB97M-V/def2-TZVPD

Values from the calculation:
- LUMO level: 1.007 eV
- Orbital gap: 0.4002 Ha

```
! wB97M-V def2-TZVPD RIJCOSX def2/J DEFGRID3
* xyz 0 1
C -1.781 -1.075 -0.087
C -1.005 0.201 -0.318
O -0.181 0.458 0.843
C 1.121 0.320 0.604
N 2.019 -0.544 0.532
C 2.333 0.949 0.167
H -2.345 -0.991 0.846
H -2.484 -1.252 -0.904
H -1.107 -1.932 -0.008
H -1.663 1.069 -0.427
H -0.367 0.137 -1.209
H 2.969 1.505 0.857
H 2.490 1.157 -0.894
*
```

***

Molecular formula: C4H7NO
Method: DFT, wB97M-V/def2-TZVPD

Values from the calculation:
- LUMO level: 0.928 eV
- Orbital gap: 0.3248 Ha

```
! wB97M-V def2-TZVPD RIJCOSX def2/J DEFGRID3
* xyz 0 1
O 1.650 0.411 2.210
C 1.561 0.438 0.844
C 0.369 0.802 0.348
N -0.200 0.475 -0.896
C -0.352 -0.941 -1.189
C -1.533 -0.114 -0.847
H 0.703 0.266 2.402
H 2.470 0.165 0.315
H -0.194 1.485 0.980
H -0.030 -1.661 -0.431
H -0.139 -1.224 -2.215
H -2.217 0.233 -1.615
H -1.994 -0.305 0.127
*
```

***

Molecular formula: C4H7NO
Method: DFT, wB97M-V/def2-TZVPD

Values from the calculation:
- LUMO level: 1.045 eV
- Orbital gap: 0.3915 Ha

```
! wB97M-V def2-TZVPD RIJCOSX def2/J DEFGRID3
* xyz 0 1
C -0.959 -0.907 -1.040
C -0.297 0.261 -0.347
C -0.160 0.159 1.179
N 1.154 0.747 1.470
C 1.738 0.798 0.347
O 1.083 0.402 -0.770
H -0.989 -0.762 -2.124
H -0.422 -1.835 -0.823
H -1.989 -1.010 -0.681
H -0.791 1.203 -0.623
H -0.957 0.686 1.710
H -0.163 -0.888 1.519
H 2.753 1.146 0.183
*
```

***

Molecular formula: C4H7NO
Method: DFT, wB97M-V/def2-TZVPD

Values from the calculation:
- LUMO level: 0.973 eV
- Orbital gap: 0.3928 Ha

```
! wB97M-V def2-TZVPD RIJCOSX def2/J DEFGRID3
* xyz 0 1
N -1.046 1.560 0.448
C -1.278 0.251 0.119
O -2.363 -0.142 -0.271
C -0.095 -0.673 0.249
C 1.331 -0.200 0.175
C 0.738 -0.975 -0.966
H -0.258 1.799 1.030
H -1.858 2.158 0.496
H -0.312 -1.518 0.898
H 1.518 0.857 0.004
H 2.063 -0.685 0.815
H 1.051 -2.003 -1.119
H 0.509 -0.430 -1.878
*
```

***

Molecular formula: C4H7NO
Method: DFT, wB97M-V/def2-TZVPD

Values from the calculation:
- LUMO level: 0.996 eV
- Orbital gap: 0.3962 Ha

```
! wB97M-V def2-TZVPD RIJCOSX def2/J DEFGRID3
* xyz 0 1
C -1.323 -0.741 1.450
C -0.203 -0.037 1.828
C 0.860 0.551 0.884
N 0.477 0.801 -0.475
C 0.341 -0.302 -1.361
O -0.222 -0.222 -2.392
H -1.538 -0.919 0.308
H -1.898 -1.259 2.231
H 0.096 0.088 2.905
H 1.677 -0.208 0.697
H 1.429 1.446 1.243
H -0.155 1.576 -0.715
H 0.772 -1.385 -1.007
*
```

***

Molecular formula: C4H7NO
Method: DFT, wB97M-V/def2-TZVPD

Values from the calculation:
- LUMO level: 0.672 eV
- Orbital gap: 0.3269 Ha

```
! wB97M-V def2-TZVPD RIJCOSX def2/J DEFGRID3
* xyz 0 1
C -1.583 -0.023 -1.077
C -1.961 0.648 0.116
C -1.196 0.186 1.131
N -0.253 -0.700 0.572
C -0.570 -0.886 -0.781
H -1.738 0.282 -2.113
H -2.804 1.310 0.094
H -1.059 0.258 2.207
H 0.741 -0.827 0.762
H -0.071 -1.679 -1.307
O 3.220 0.365 -0.110
H 3.157 1.042 0.568
H 4.117 0.027 -0.061
*
```

***

Molecular formula: C4H7NO
Method: DFT, wB97M-V/def2-TZVPD

Values from the calculation:
- LUMO level (spin up / spin down): -0.837 / -0.832 eV
- Orbital gap (spin up / spin down): 0.2925 / 0.2927 Ha

```
! wB97M-V def2-TZVPD RIJCOSX def2/J DEFGRID3
* xyz 0 1
O 2.652 -0.540 -0.512
N 1.798 0.561 -0.268
C 0.681 0.058 0.102
C 0.502 -1.372 0.288
C -1.758 0.055 0.061
C -0.526 0.875 0.467
H 3.456 -0.138 -0.862
H 0.395 -1.865 -0.696
H -1.618 -0.989 0.391
H -1.893 0.053 -1.025
H -2.679 0.404 0.532
H -0.482 1.850 -0.028
H -0.527 1.048 1.549
*
```

***

Molecular formula: C4H7NO
Method: DFT, wB97M-V/def2-TZVPD

Values from the calculation:
- LUMO level: 0.694 eV
- Orbital gap: 0.3784 Ha

```
! wB97M-V def2-TZVPD RIJCOSX def2/J DEFGRID3
* xyz 0 1
C -1.898 -0.016 0.085
C -0.380 -0.274 0.190
N 1.026 -0.895 -0.683
C 1.792 0.188 -0.004
C 0.465 0.879 -0.177
O 0.191 1.771 -0.938
H -2.540 -0.897 0.153
H -2.174 0.600 -0.774
H -2.148 0.596 0.979
H -0.165 -0.784 1.123
H 1.209 -1.789 -0.239
H 2.582 0.717 -0.539
H 2.077 -0.028 1.038
*
```